Entry 1:
14
Properties=species:S:1:pos:R:3:forces:R:3 method="wB97M-V/def2-TZVPD" s2=2.03 total_energy_ha=-705.47487 homo_energy_ev="-4.28 / -8.41" spin_multiplicity=3 orbital_gap_ha="0.187 / 0.244" e_above_lowest_kcal_mol=25.0 charge=0
C 0.626 1.347 1.183 -0.51 2.24 -1.05
C 1.001 -0.689 1.877 2.17 -1.26 4.23
C 0.165 0.533 0.199 -0.33 -3.19 -0.54
C 0.414 -0.792 0.655 -3.16 1.45 -6.27
C -0.450 0.670 -1.139 -0.64 -2.23 -0.57
C -0.974 -0.876 -1.507 0.73 2.08 0.68
O 1.132 0.619 2.199 1.41 0.06 2.97
S -0.075 -2.058 -0.438 0.28 0.66 0.63
H 0.654 2.413 1.277 0.03 0.14 0.08
H 1.363 -1.416 2.574 0.06 -0.03 0.11
H -1.312 1.332 -1.160 -0.01 0.06 -0.07
H 0.276 0.981 -1.889 0.00 0.11 -0.09
H -2.036 -0.949 -1.283 0.02 -0.07 -0.04
H -0.783 -1.117 -2.547 -0.04 -0.05 -0.07

Entry 2:
23
Properties=species:S:1:pos:R:3:forces:R:3 method="wB97M-V/def2-TZVPD" smiles="C=C=C(C)[C@](C)(N)C(C)=O" total_energy_ha=-442.51103 homo_energy_ev=-8.38 orbital_gap_ha=0.312 e_above_lowest_kcal_mol=74.2 charge=0
C -0.115 -0.812 2.708 0.45 -0.12 0.06
C -0.218 -0.478 1.446 -3.01 0.03 -0.01
C -0.860 -0.074 0.331 0.57 -0.88 0.86
C -2.166 -0.639 -0.129 -0.06 -0.33 0.34
C 0.046 0.650 -0.621 1.51 0.13 2.05
C 0.000 2.165 -0.502 -0.05 -0.23 -0.06
N -0.011 0.248 -2.002 0.30 -0.20 -0.14
C 1.379 0.103 0.222 1.39 2.77 -3.78
C 1.971 -1.147 -0.389 -0.24 -0.51 0.81
O 2.055 0.913 0.840 -0.71 -1.01 0.19
H 0.591 -1.563 3.037 -0.11 -0.25 -0.04
H -0.648 -0.290 3.493 0.14 0.32 -0.03
H -2.730 0.111 -0.685 0.01 0.02 0.02
H -2.020 -1.502 -0.784 -0.04 0.06 -0.06
H -2.744 -0.977 0.732 -0.10 0.03 -0.09
H 0.083 2.468 0.538 0.00 -0.04 0.01
H -0.942 2.546 -0.902 0.01 0.10 -0.09
H 0.847 2.586 -1.041 -0.10 0.11 -0.10
H -0.702 0.767 -2.531 0.02 -0.03 0.12
H -0.170 -0.743 -2.130 -0.03 0.03 -0.01
H 1.213 -1.921 -0.503 0.06 -0.11 -0.06
H 2.365 -0.898 -1.373 -0.04 0.20 0.04
H 2.778 -1.513 0.243 0.02 -0.07 -0.03